No. 1
{"formula": "C28H53N4O2SSbTl", "method": "wB97M-V/def2-TZVPD", "orbital_gap_ha": 0.2946, "lumo_ev": -2.04, "charge": 1, "e_above_lowest_kj_mol": 392.5, "species": ["Tl", "N", "C", "C", "C", "C", "N", "H", "H", "H", "H", "H", "H", "H", "H", "H", "H", "H", "H", "C", "O", "C", "C", "O", "C", "H", "H", "H", "H", "H", "H", "H", "H", "H", "H", "S", "C", "C", "C", "C", "C", "N", "H", "H", "H", "H", "C", "N", "C", "C", "C", "C", "C", "C", "C", "C", "H", "H", "H", "H", "H", "H", "H", "H", "H", "H", "H", "H", "C", "C", "Sb", "C", "C", "C", "C", "H", "H", "H", "H", "H", "H", "H", "H", "H", "H", "H", "H", "H", "H", "H"], "coordinates": [[2.0136, 1.6971, -2.1175], [-0.1089, 0.5765, -0.7311], [-0.9622, 0.9488, 0.4389], [-2.0167, 2.0424, 0.2741], [-1.7983, 3.5070, -0.1878], [-0.9878, 3.4898, -1.4572], [0.4878, 3.5717, -1.0768], [-0.7070, 0.4164, -1.5330], [0.3997, -0.2938, -0.3715], [-0.2894, 1.2331, 1.2882], [-1.4473, 0.0239, 0.7534], [-2.5774, 2.0137, 1.2269], [-2.8046, 1.6988, -0.4221], [-1.2662, 4.1803, 0.4866], [-2.8284, 3.8404, -0.4205], [-1.2140, 4.3602, -2.1189], [-1.0356, 2.5777, -2.0632], [0.6570, 2.9480, -0.2090], [0.7116, 4.4958, -0.7492], [2.2988, -5.2803, 0.0518], [1.9036, -4.0143, -0.4363], [0.5436, -3.7316, -0.2276], [0.1721, -3.0805, 1.1878], [0.6796, -1.7611, 1.3561], [0.9770, -1.6196, 2.7272], [1.7094, -6.1745, -0.3158], [2.2235, -5.4147, 1.1497], [3.3914, -5.4253, -0.0589], [-0.0155, -4.6254, -0.3074], [0.2621, -2.9695, -0.9764], [0.5826, -3.6859, 2.0286], [-0.9563, -3.1436, 1.2710], [0.0176, -1.5693, 3.3293], [1.4615, -0.6547, 2.9365], [1.5652, -2.4320, 3.0584], [0.8579, 1.1925, -4.1666], [1.4321, -0.4965, -4.1340], [1.0673, -1.4549, -5.0284], [1.5011, -2.7649, -4.6704], [2.0976, -3.0359, -3.4864], [2.4034, -1.9746, -2.6559], [2.0558, -0.7185, -2.9698], [0.8532, -1.2612, -6.0888], [1.2931, -3.5515, -5.4155], [2.3639, -4.0882, -3.1822], [2.9357, -2.2304, -1.7252], [5.1635, 2.3147, -3.5885], [4.0112, 3.0953, -3.1022], [3.3806, 3.9389, -4.1952], [4.2357, 3.9317, -1.8781], [4.2639, 3.0719, -0.5691], [5.3494, 2.9243, 0.2683], [5.2568, 2.0297, 1.3788], [4.1537, 1.2185, 1.6116], [3.1293, 1.3184, 0.7099], [3.2147, 2.1509, -0.3602], [4.9971, 1.9272, -4.5924], [5.4878, 1.5531, -2.9203], [6.0369, 2.9950, -3.6000], [3.3607, 3.3201, -5.0222], [3.9785, 4.8348, -4.4047], [2.3728, 4.2146, -3.8675], [3.4239, 4.5608, -1.8112], [5.1516, 4.4986, -2.0746], [6.3058, 3.4576, 0.1774], [6.0996, 1.9124, 2.0656], [4.1587, 0.5087, 2.4579], [2.2448, 0.7287, 0.6698], [-3.0191, 0.8371, 3.8233], [-3.7501, -0.5514, 3.7683], [-4.9404, -0.7615, 2.0306], [-5.1186, -2.9374, 2.2582], [-5.8669, -3.6888, 1.1838], [-6.8377, -0.4107, 2.9324], [-6.9730, -0.7722, 4.3873], [-2.5259, 0.8643, 4.8563], [-3.5519, 1.7820, 3.8332], [-2.1381, 0.9038, 3.0949], [-4.4013, -0.6370, 4.5770], [-3.1150, -1.4672, 3.7332], [-5.6267, -2.9950, 3.2337], [-4.0663, -3.1613, 2.3617], [-6.9174, -3.5333, 1.4433], [-5.6410, -4.8136, 1.2327], [-5.6160, -3.3150, 0.1884], [-7.5149, -1.0338, 2.2748], [-7.1788, 0.5981, 2.7662], [-6.6771, -1.7856, 4.5527], [-7.9867, -0.7290, 4.8618], [-6.2172, -0.2594, 4.9919]], "lowdin_charge": [0.876, -0.026, -0.262, -0.198, -0.185, -0.245, -0.052, 0.065, 0.082, 0.120, 0.094, 0.085, 0.116, 0.114, 0.123, 0.129, 0.072, 0.073, 0.074, -0.112, -0.214, -0.172, -0.171, -0.215, -0.106, 0.109, 0.084, 0.097, 0.104, 0.120, 0.113, 0.137, 0.110, 0.088, 0.071, 0.638, -0.724, -0.067, -0.053, -0.078, -0.114, -0.055, 0.126, 0.125, 0.136, 0.127, -0.057, -0.330, -0.062, -0.128, -0.209, -0.023, -0.059, -0.073, -0.147, -0.243, 0.094, 0.075, 0.099, 0.047, 0.101, 0.078, 0.080, 0.131, 0.122, 0.110, 0.120, 0.062, -0.197, -0.466, 1.325, -0.467, -0.204, -0.486, -0.206, 0.080, 0.055, 0.050, -0.006, 0.051, 0.041, 0.014, 0.061, 0.093, 0.051, 0.058, 0.029, 0.036, 0.092, 0.053]}

No. 2
{"formula": "C17H20N6O4S", "method": "wB97M-V/def2-TZVPD", "orbital_gap_ha": 0.3019, "lumo_ev": -0.85, "smiles": "CN(C)CCCNS(=O)(=O)c1ccc(-n2nnc3ccccc32)c([N+](=O)[O-])c1", "e_above_lowest_kj_mol": 345.0, "species": ["C", "N", "C", "H", "H", "H", "C", "C", "C", "N", "S", "O", "O", "C", "C", "C", "C", "C", "C", "H", "H", "N", "C", "C", "C", "C", "C", "C", "N", "N", "H", "H", "H", "H", "N", "O", "O", "H", "H", "H", "H", "H", "H", "H", "H", "H", "H", "H"], "coordinates": [[2.1352, -0.5713, 1.4548], [0.8565, -1.1279, 1.8665], [0.1791, -0.2060, 2.7587], [0.0944, 0.7602, 2.2635], [-0.8229, -0.5675, 2.9800], [0.7206, -0.0627, 3.7060], [1.0619, -2.4358, 2.4745], [-0.2338, -3.1936, 2.7835], [-1.2041, -3.2244, 1.6075], [-0.6944, -4.0072, 0.4977], [-1.3649, -3.6717, -0.9781], [-0.6838, -4.4659, -1.9509], [-2.7864, -3.7512, -0.8576], [-0.9174, -1.9422, -1.2168], [0.3853, -1.6363, -1.5437], [0.7816, -0.3082, -1.5854], [-0.1201, 0.7102, -1.2483], [-1.4393, 0.3782, -0.9437], [-1.8366, -0.9461, -0.9388], [-2.8515, -1.2311, -0.7089], [-2.1329, 1.1610, -0.6775], [0.3175, 2.0216, -1.1168], [-0.2736, 3.1920, -1.5068], [-1.4041, 3.5106, -2.2461], [-1.6405, 4.8517, -2.4559], [-0.7880, 5.8459, -1.9568], [0.3412, 5.5391, -1.2339], [0.6017, 4.1888, -1.0101], [1.6144, 3.5544, -0.3518], [1.4503, 2.3131, -0.4263], [1.0101, 6.2956, -0.8587], [-1.0274, 6.8791, -2.1571], [-2.5077, 5.1491, -3.0257], [-2.0556, 2.7490, -2.6456], [2.1279, -0.0118, -2.0343], [2.9834, -0.8192, -1.7619], [2.2822, 0.9879, -2.6950], [1.0838, -2.4211, -1.7918], [0.3113, -4.0206, 0.4336], [-2.1516, -3.6809, 1.9048], [-1.4011, -2.1941, 1.2871], [0.0256, -4.2147, 3.0668], [-0.7416, -2.7325, 3.6311], [1.6440, -2.3539, 3.4108], [1.6642, -3.0198, 1.7721], [2.5959, -1.2205, 0.7118], [1.9795, 0.4126, 1.0145], [2.8317, -0.4619, 2.2989]], "lowdin_charge": [-0.102, -0.268, -0.092, 0.081, 0.076, 0.093, -0.223, -0.162, -0.247, -0.115, 0.636, -0.274, -0.271, -0.251, 0.032, -0.080, -0.115, 0.030, -0.034, 0.122, 0.125, -0.012, -0.145, -0.013, -0.076, -0.084, -0.007, -0.212, 0.096, 0.068, 0.114, 0.103, 0.105, 0.110, -0.348, 0.095, 0.107, 0.136, 0.099, 0.124, 0.092, 0.118, 0.108, 0.125, 0.112, 0.074, 0.055, 0.093]}

No. 3
{"formula": "C6H11F", "method": "wB97M-V/def2-TZVPD", "orbital_gap_ha": 0.3453, "lumo_ev": 1.01, "e_above_lowest_kj_mol": 357.4, "species": ["C", "C", "C", "C", "C", "C", "F", "H", "H", "H", "H", "H", "H", "H", "H", "H", "H", "H"], "coordinates": [[1.3972, -1.9263, 1.6618], [0.1579, -1.6089, 1.3596], [0.4863, 1.1203, -1.7500], [-1.3821, 0.9420, 0.4811], [1.0327, 0.4703, -0.5424], [0.0460, 0.4753, 0.6342], [0.5015, 1.1148, 1.7535], [1.7974, -2.8596, 2.0083], [2.1100, -1.1737, 1.3705], [-0.8394, -1.8911, 1.4081], [-0.1305, 1.9532, -1.5833], [-0.1327, 0.5207, -2.3725], [1.2728, 1.5999, -2.3701], [-1.3280, 2.0685, 0.3711], [-1.7905, 0.6422, 1.4898], [-2.0302, 0.6170, -0.2808], [1.9250, 1.0757, -0.1485], [1.2776, -0.7105, -0.7532]], "lowdin_charge": [-0.074, 0.013, -0.142, -0.054, -0.217, -0.384, -0.011, 0.043, 0.042, 0.021, 0.047, 0.070, 0.090, 0.105, 0.100, 0.060, 0.137, 0.153]}

No. 4
{"formula": "C3H8N2S", "method": "wB97M-V/def2-TZVPD", "orbital_gap_ha": 0.3534, "lumo_ev": 0.94, "smiles": "NNC1(S)CC1", "e_above_lowest_kj_mol": 338.3, "species": ["C", "C", "C", "N", "N", "S", "H", "H", "H", "H", "H", "H", "H", "H"], "coordinates": [[-0.4344, -1.4464, 0.3321], [-0.2699, -1.3121, -1.1223], [0.1824, -0.1824, -0.2806], [-0.4137, 1.9244, 0.8238], [-0.3739, 1.1495, -0.4546], [2.0307, -0.1505, -0.0110], [-1.3557, -1.3389, 0.6879], [0.2534, -1.9216, 0.8547], [0.4792, -1.8663, -1.5236], [-1.0649, -1.1085, -1.6848], [-1.3347, 2.2053, 1.0952], [0.0028, 1.4394, 1.5805], [0.2009, 1.6641, -1.0564], [2.0979, 0.9441, 0.7590]], "lowdin_charge": [-0.080, -0.117, -0.726, 0.002, -0.068, 0.748, 0.066, 0.040, 0.070, 0.075, 0.051, 0.034, 0.068, -0.162]}